The following is a quantum chemistry calculation of 12 unconnected molecules or ions with the total composition C85H177F6N7O12S2 in a non-equilibrium geometry, from the OMol25 dataset.

Cartesian coordinates (Å):
C  24.9741  24.3708  17.0991
C  24.0115  23.7892  18.1131
C  22.9653  24.7440  18.4893
C  22.0410  24.1922  19.6026
N  20.7774  25.0137  19.8278
C  20.0890  24.3757  21.0054
C  20.7464  25.0101  22.2106
C  21.5296  26.2609  21.7350
C  21.1086  26.3877  20.2661
C  19.8557  25.0506  18.6755
C  19.6614  23.7386  18.0022
C  18.3177  23.5649  17.3033
H  24.6078  24.1433  16.1034
H  25.9681  23.9158  17.2018
H  25.1071  25.4223  17.2718
H  24.5690  23.4872  18.9805
H  23.5750  22.8413  17.7878
H  22.3317  24.9393  17.6259
H  23.3433  25.6813  18.8976
H  22.5324  24.1182  20.5912
H  21.6552  23.1975  19.3633
H  19.0465  24.6465  20.9171
H  20.2505  23.2873  20.8644
H  20.0320  25.3461  22.9653
H  21.4323  24.3241  22.7176
H  21.2101  27.1544  22.2486
H  22.6198  26.1728  21.8465
H  20.2077  26.9918  20.1289
H  21.8903  26.7969  19.6322
H  20.3414  25.7567  17.9702
H  18.9568  25.5495  19.0871
H  19.8343  22.9372  18.7253
H  20.4721  23.6184  17.2867
H  18.1247  24.4794  16.7792
H  17.4179  23.3942  17.9429
H  18.2996  22.8389  16.5027
C  25.9608  18.3515  17.6680
C  25.7834  19.7549  16.9963
C  26.8085  19.9217  15.8053
C  26.6905  18.8738  14.6298
N  27.4190  19.1380  13.3131
C  28.7769  19.6610  13.5255
C  29.1497  20.4014  12.2216
C  27.8028  20.6288  11.4567
C  26.7367  20.1934  12.4366
C  27.4604  17.7704  12.5699
C  26.1699  17.1221  12.1299
C  26.6546  15.8422  11.4852
H  26.9193  18.3571  18.1927
H  26.0210  17.5216  16.9461
H  25.1999  18.0485  18.3836
H  25.9194  20.4812  17.7872
H  24.7722  19.8079  16.5364
H  27.8407  19.8510  16.2031
H  26.6657  20.9611  15.4265
H  25.6488  18.7762  14.3241
H  26.9665  17.8704  14.9326
H  29.4011  18.7688  13.7549
H  28.7880  20.3234  14.4060
H  29.9082  19.9159  11.5863
H  29.4751  21.3794  12.4455
H  27.7259  19.9895  10.5685
H  27.7166  21.6950  11.1930
H  25.8108  19.8667  11.9723
H  26.4645  21.0410  13.1114
H  28.0346  17.1323  13.2611
H  28.1027  17.9281  11.7147
H  25.6902  17.6845  11.3786
H  25.4701  16.9168  12.9555
H  25.8269  15.2175  11.1138
H  27.2661  15.2460  12.1738
H  27.2766  16.0184  10.6127
C  12.8897  19.9182  22.3875
C  14.3517  20.4249  22.6312
C  15.2798  20.6917  21.3644
C  15.3058  19.6469  20.3077
N  15.9963  20.0112  19.0011
C  17.4640  20.3933  19.2099
C  18.1490  19.0463  19.4367
C  17.2958  18.0343  18.6457
C  16.0442  18.7803  18.1689
C  15.3108  21.1847  18.2305
C  13.8737  20.9046  17.8212
C  13.3788  22.1543  17.1188
H  12.3296  19.9481  23.3275
H  12.7709  18.8803  22.0536
H  12.3671  20.6399  21.7524
H  14.8656  19.7021  23.2457
H  14.2932  21.3415  23.2256
H  16.2610  20.8262  21.7949
H  15.0484  21.6541  20.9563
H  14.2851  19.3982  20.0218
H  15.8636  18.7683  20.6198
H  17.7377  20.9385  18.3061
H  17.6248  21.1020  19.9999
H  19.1724  19.1388  19.0916
H  18.2227  18.7473  20.4867
H  17.7899  17.7484  17.7401
H  17.1166  17.0917  19.2044
H  16.1712  19.1327  17.1407
H  15.1391  18.1809  18.3084
H  15.9677  21.3262  17.3901
H  15.4561  22.0986  18.8560
H  13.2480  20.6510  18.6822
H  13.9033  20.0558  17.1460
H  13.1877  23.0429  17.7362
H  12.4360  21.9988  16.6400
H  14.1358  22.4906  16.3797
C  13.6300  17.2483  12.8383
C  13.1750  18.2164  11.7563
C  14.1528  18.2259  10.6091
C  15.6021  18.4713  11.1665
N  16.7409  18.5463  10.2224
C  17.9475  18.9083  11.0648
C  19.0345  19.4022  10.0573
C  18.1497  19.9975  8.9261
C  16.7375  19.7117  9.2245
C  16.9174  17.2601  9.4413
C  16.9291  16.0382  10.2417
C  17.1978  14.8127  9.3658
H  14.6162  17.5185  13.2202
H  13.6846  16.2370  12.3834
H  12.9281  17.2202  13.6701
H  12.9516  19.1716  12.1799
H  12.2754  17.8460  11.2684
H  13.8852  18.9549  9.7956
H  14.1352  17.2207  10.1336
H  15.7927  17.5775  11.7594
H  15.6868  19.3258  11.8143
H  18.2622  18.0052  11.5533
H  17.6256  19.6844  11.7695
H  19.7219  18.6059  9.7260
H  19.7051  20.2033  10.4582
H  18.3390  19.4928  7.9828
H  18.4405  20.9963  8.6842
H  16.1467  19.4764  8.3443
H  16.2489  20.5683  9.7066
H  17.8904  17.3361  8.9146
H  16.1562  17.2866  8.6551
H  15.9399  15.8789  10.6784
H  17.6660  16.1444  11.0357
H  16.2922  14.4315  8.9103
H  17.6362  14.0350  9.9750
H  17.9357  14.9734  8.5932
C  22.4616  10.3037  20.0136
C  21.2375  10.7916  19.2887
C  21.6454  11.7511  18.2121
C  20.6068  12.1891  17.2119
N  21.1184  12.5850  15.8118
C  21.4063  11.3662  14.9428
C  20.0889  10.9810  14.2597
C  19.0639  12.0819  14.5186
C  19.8674  13.2677  15.1118
C  22.3322  13.5314  15.8649
C  22.1736  14.9081  16.4996
C  23.5118  15.6692  16.3755
H  22.3590  9.4052  20.6373
H  22.8079  11.0855  20.6731
H  23.2290  10.1373  19.2611
H  20.6236  11.2300  20.0482
H  20.7343  9.9331  18.8626
H  22.4842  11.3235  17.6523
H  22.0914  12.6011  18.7120
H  20.1153  13.1088  17.5833
H  19.8156  11.4303  17.0514
H  22.2271  11.6087  14.2298
H  21.7948  10.5824  15.5910
H  20.3710  10.8296  13.2009
H  19.6947  9.9934  14.5361
H  18.5920  12.4556  13.6145
H  18.2085  11.7847  15.1453
H  20.3117  13.8775  14.3206
H  19.3208  13.9603  15.8092
H  22.6523  13.4534  14.8477
H  23.0875  13.0390  16.4849
H  21.9219  14.7867  17.5343
H  21.3294  15.4898  16.1139
H  23.6010  16.5786  16.9662
H  23.7188  15.8649  15.3149
H  24.3037  15.0043  16.7008
C  16.6033  16.5411  15.1955
C  17.6980  16.2508  14.1766
C  19.1252  16.6924  14.6266
C  19.2665  18.2098  14.5620
N  20.6286  18.7744  14.9368
C  21.0689  18.3684  16.3091
C  21.5660  19.6003  17.0249
C  20.6862  20.7302  16.4355
C  20.4571  20.3084  15.0188
C  21.6507  18.3593  14.0069
C  21.3533  18.8956  12.5485
C  22.6468  18.6764  11.7518
H  16.6619  15.8119  15.9788
H  15.6340  16.5836  14.7204
H  16.8294  17.5517  15.5445
H  17.4869  16.7039  13.2214
H  17.6861  15.1789  13.9421
H  19.7576  16.2614  13.8377
H  19.5385  16.1951  15.4948
H  18.5505  18.6571  15.2136
H  19.0837  18.5658  13.5802
H  21.7931  17.5681  16.1958
H  20.1838  17.9726  16.8086
H  22.6187  19.6546  16.7355
H  21.4306  19.5717  18.0941
H  21.1465  21.7012  16.4807
H  19.7772  20.7379  17.0515
H  21.2202  20.7351  14.4119
H  19.4883  20.6886  14.6563
H  21.7043  17.2775  13.9805
H  22.6579  18.6753  14.3430
H  21.0140  19.9276  12.5467
H  20.5491  18.2890  12.1448
H  23.4077  19.4128  11.9969
H  22.5615  18.6725  10.6838
H  23.0264  17.6734  11.9664
C  11.1205  10.2046  12.7166
C  12.0120  10.0829  13.9635
C  12.4582  11.4341  14.4551
C  12.9501  11.4227  15.8762
N  14.2118  12.2639  16.1192
C  15.3217  12.0379  15.1508
C  15.3624  13.1979  14.1546
C  14.0925  14.0112  14.5061
C  13.8690  13.7176  15.9802
C  14.7000  11.9425  17.4870
C  13.8290  12.4467  18.6470
C  14.6203  12.0855  19.9009
H  11.6961  10.5765  11.8685
H  10.3554  10.9429  13.0105
H  10.7124  9.2218  12.4608
H  12.8602  9.4382  13.7270
H  11.3961  9.5860  14.6929
H  11.6221  12.1216  14.3975
H  13.2203  11.7783  13.7613
H  13.1748  10.3600  16.1178
H  12.1965  11.8869  16.5149
H  16.2086  12.0499  15.7409
H  15.3218  11.0109  14.7341
H  16.2001  13.8648  14.3842
H  15.4332  13.0019  13.0855
H  14.2939  15.0881  14.3463
H  13.2385  13.7755  13.8482
H  14.5710  14.2725  16.5817
H  12.8089  13.8189  16.3187
H  15.7432  12.3412  17.5877
H  14.7638  10.8144  17.4781
H  12.8097  12.0074  18.6142
H  13.6466  13.5201  18.5949
H  14.0258  12.4453  20.7285
H  15.6021  12.6144  19.8855
H  14.7503  11.0197  19.9920
C  17.5039  14.3352  19.2919
C  17.8178  14.3102  17.8024
O  17.0727  13.6030  17.0769
O  18.8230  14.9668  17.4167
H  16.4944  14.5866  19.5684
H  18.1866  15.0599  19.7367
H  17.7604  13.3226  19.7030
C  15.3728  21.2610  14.2616
C  16.2753  20.1046  14.5802
O  16.0689  19.0816  13.8531
O  17.0180  20.2211  15.5813
H  14.5216  21.2177  14.9497
H  15.0109  21.2195  13.2168
H  15.9302  22.1678  14.4608
C  22.1515  19.8792  20.7734
C  20.9691  20.9446  20.8303
O  20.7677  21.4644  21.9242
O  20.3879  21.2689  19.7475
H  22.7213  19.9183  21.7268
H  22.8106  20.2324  19.9725
H  21.8184  18.8469  20.6921
C  22.6294  23.0341  13.7934
F  21.5221  22.6023  13.1747
F  22.9604  24.1852  13.2442
F  22.2952  23.2664  15.1039
S  23.9938  21.7922  13.6260
O  24.0812  21.6605  12.2260
O  25.0238  22.5119  14.3331
O  23.5432  20.6220  14.3033
C  20.7567  14.8996  11.1339
F  19.5966  14.6295  11.7653
F  20.7098  14.1923  10.0364
F  20.6621  16.1855  10.7578
S  22.2496  14.6169  12.1908
O  21.7752  15.2746  13.4042
O  22.2583  13.1806  12.2512
O  23.3050  15.3009  11.5512

Electronic energy (Ha): -6026.1785
Net charge: +2